ORCA calculation (ωB97M-V with the def2-TZVPD basis set) on the molecule C5H11N2P in a non-equilibrium geometry.

Element x y z (Å)
C 1.490 -0.413 0.781
C -1.817 0.430 -1.436
C 1.362 0.691 -0.318
C 2.665 -0.552 1.691
C -2.733 1.425 -0.858
N 0.459 -1.124 0.929
N -0.572 -1.540 0.467
P -1.568 -1.150 -0.983
H 1.087 1.647 0.172
H 0.487 0.411 -0.877
H 2.235 0.920 -0.830
H 3.583 -1.088 1.240
H 2.336 -1.113 2.532
H 3.043 0.396 1.981
H -3.856 1.400 -0.995
H -2.551 1.344 0.255
H -2.461 2.360 -0.980
H -2.563 -2.211 -0.860
H -0.627 -1.832 -1.912

Forces on the atoms, in the same order (eV/Å):
C 0.62 1.85 -1.38
C 0.11 -0.43 0.00
C -1.48 -0.37 3.06
C 1.05 -1.15 -1.34
C -1.98 -3.83 2.42
N 1.25 -0.70 0.26
N -2.50 -0.14 0.12
P 1.14 -1.62 -1.46
H 0.03 -0.38 -0.01
H 0.15 0.28 -0.95
H 1.60 -0.18 -1.29
H -1.55 0.61 0.33
H 0.04 -0.42 0.92
H 0.18 0.99 0.47
H 1.06 -0.57 -0.02
H -0.50 -0.21 -0.57
H 1.47 4.68 -1.43
H 0.55 0.64 0.34
H -1.26 0.96 0.53

Results
Maximum force, Eh/bohr: 0.099
DFT total energy, eV: -17624.7515
HOMO-LUMO gap (alpha / beta), eV: 7.221 / 6.909
Highest occupied orbital energy (alpha / beta), eV: -7.90 / -7.57

Atomic partial charges in e from the natural (NBO) method, atoms 1 to 2: C 0.14; C -0.55


ORCA calculation (ωB97M-V with the def2-TZVPD basis set) on a structure of composition C5H11N2P in a non-equilibrium geometry.

Element x y z (Å)
C -0.605 -1.607 -0.367
C 0.071 0.137 0.180
C 0.447 -2.295 -1.144
C -0.394 0.465 1.605
C -0.483 2.379 -0.713
N -1.709 -1.204 -1.159
N -0.586 0.953 -0.822
P -1.945 0.257 -1.562
H -0.889 -2.228 0.399
H 1.100 -0.020 -0.048
H 0.821 -1.815 -1.979
H 0.334 -3.335 -1.411
H 1.429 -2.428 -0.532
H -0.171 -0.351 2.408
H -1.430 0.763 1.456
H 0.179 1.316 2.022
H 0.546 2.650 -0.710
H -0.922 2.892 -1.507
H -0.721 2.573 0.372

Forces on the atoms, in the same order (eV/Å):
C 1.04 4.43 -1.41
C -1.96 -3.40 -0.57
C 3.22 -1.59 2.13
C 1.75 -0.55 0.67
C 1.25 -1.02 3.35
N -1.00 -1.24 -0.23
N -0.53 -0.76 -0.52
P 0.90 0.21 0.11
H -0.79 -0.93 2.40
H 0.93 0.31 0.30
H 0.21 1.38 -1.96
H -1.06 -0.31 -0.17
H -1.56 0.54 -0.36
H -0.88 1.08 -1.75
H -0.24 -0.30 0.81
H -0.40 -0.02 -0.26
H 1.20 0.26 -0.44
H -1.37 0.91 -0.80
H -0.72 1.00 -1.30

Results
Maximum force, Eh/bohr: 0.093
DFT total energy, eV: -17630.2763
HOMO-LUMO gap, eV: 9.210
Highest occupied orbital energy, eV: -8.52

Atomic partial charges in e from the natural (NBO) method, atoms 1 to 2: C -0.01; C -0.05


ORCA calculation (ωB97M-V with the def2-TZVPD basis set) on the molecule C5H11N2P in a non-equilibrium geometry.

Element x y z (Å)
C 0.717 -1.262 0.136
C 0.479 0.103 0.251
C 0.728 -2.003 -1.138
C 0.586 0.749 1.639
C -0.910 1.951 -0.741
N -1.838 -1.702 0.695
N -0.821 0.589 -0.370
P -2.229 -0.356 0.079
H 1.078 -1.856 1.026
H 1.090 0.701 -0.491
H 1.546 -2.796 -1.139
H 0.752 -1.187 -1.989
H -0.192 -2.564 -1.030
H 1.378 1.458 1.618
H 0.686 0.042 2.385
H -0.351 1.293 1.920
H -0.591 2.665 -0.003
H -0.211 2.151 -1.539
H -1.898 2.023 -1.308

Forces on the atoms, in the same order (eV/Å):
C 0.02 -3.46 1.59
C -1.06 4.52 -0.65
C 0.96 0.90 -0.72
C -1.44 1.14 -1.16
C -0.88 -0.05 -2.35
N 1.34 0.06 -0.02
N -0.73 -3.01 1.06
P 0.37 0.97 -0.57
H -0.49 1.02 -0.89
H 0.43 -0.83 0.71
H -0.76 1.32 -0.39
H -0.14 -2.24 1.22
H -0.44 -0.18 -0.98
H 0.78 0.52 0.44
H 0.67 -1.54 1.57
H 0.74 -0.35 -0.52
H -0.87 0.53 0.83
H 0.53 -0.08 -0.61
H 0.96 0.78 1.45

Results
Maximum force, Eh/bohr: 0.091
DFT total energy, eV: -17627.9701
HOMO-LUMO gap (alpha / beta), eV: 7.193 / 8.659
Highest occupied orbital energy (alpha / beta), eV: -8.06 / -8.77

Atomic partial charges in e from the natural (NBO) method, atoms 1 to 2: C 0.05; C -0.18


ORCA calculation (ωB97M-V with the def2-TZVPD basis set) on a cluster of 2 separate species, C5H11N2S in total.

Element x y z (Å)
C 2.960 -1.301 -0.241
C 2.253 -0.232 0.611
S 0.575 0.149 -0.009
N 3.297 -0.871 -1.601
H 2.268 -2.138 -0.319
H 3.897 -1.618 0.231
H 2.873 0.670 0.657
H 2.230 -0.647 1.628
H 3.978 -0.127 -1.569
H 2.458 -0.455 -1.996
C -3.906 0.679 0.089
C -3.302 -0.413 -0.386
C -2.089 1.791 0.952
N -3.252 1.867 0.446
H -4.979 0.738 0.240
H -2.217 -0.431 -0.438
H -3.868 -1.284 -0.680
H -1.543 2.726 1.010
H -1.634 0.898 1.374

Forces on the atoms, in the same order (eV/Å):
C -0.03 0.74 -0.15
C 0.05 -0.50 0.00
S 0.32 -0.02 0.04
N -0.17 -0.32 -0.25
H 0.11 -0.23 0.04
H -0.07 -0.14 0.11
H 0.03 0.03 -0.07
H -0.21 0.17 0.05
H 0.14 0.20 0.15
H -0.12 0.01 0.05
C -0.13 -0.40 0.56
C -0.01 0.47 0.30
C -0.48 0.61 0.39
N 0.39 -0.11 -0.69
H -0.09 -0.11 -0.24
H -0.01 -0.14 -0.28
H -0.03 -0.04 0.00
H 0.23 -0.07 0.26
H 0.09 -0.17 -0.28

Results
Maximum force, Eh/bohr: 0.017
DFT total energy, eV: -19178.3231
Net charge: -1
HOMO-LUMO gap, eV: 6.747
Highest occupied orbital energy, eV: -2.83

Atomic partial charges in e from the natural (NBO) method, atoms 1 to 2: C -0.22; C -0.53